Molecular formula: C48H96F18N15O13P2S6
Method: DFT, the ωB97M-V functional and the def2-TZVPD basis

**Orbital gap**: 6.6 eV
**Net charge**: +1
**DFT total energy**: -8555.18678 a.u.

Geometry as XYZ:
```
198
Properties=species:S:1:pos:R:3:forces:R:3
C 0.244 0.010 -1.271 -0.408 0.698 0.284
C -0.704 0.691 -0.263 1.706 0.482 0.903
O -0.006 1.057 0.893 -0.196 -0.340 0.110
H 0.581 -0.973 -0.943 -0.089 -0.175 -0.369
H 1.093 0.693 -1.314 0.356 -0.022 0.298
H -0.150 0.064 -2.286 -0.216 -0.775 -0.136
H -1.592 0.110 -0.012 -0.414 -0.540 -0.274
H -1.038 1.572 -0.811 -0.601 0.567 -0.223
C -0.046 4.674 -0.702 -0.681 1.426 0.413
C 0.582 5.175 -2.002 -3.289 1.448 1.246
N 1.518 4.269 -2.406 3.408 -3.673 -2.217
C 2.879 4.247 -1.964 -1.439 -0.777 -1.263
C 3.425 3.087 -2.431 -1.580 -0.547 -0.931
N 2.419 2.374 -3.123 -2.088 3.433 0.736
C 1.222 3.149 -3.131 4.671 -0.331 2.085
C 2.456 1.055 -3.667 0.068 -1.171 -0.573
H -0.715 3.814 -0.734 0.476 -0.307 -0.482
H -0.722 5.492 -0.458 -0.068 0.052 0.630
H 0.709 4.553 0.076 -0.048 -0.088 0.093
H 0.969 6.188 -1.891 0.329 -0.198 0.039
H -0.227 5.248 -2.729 0.177 -0.018 -0.314
H 3.295 5.094 -1.438 -0.061 -0.172 -0.071
H 4.416 2.656 -2.420 -0.037 0.310 0.209
H 0.284 2.791 -3.528 -0.070 0.346 -0.134
H 3.264 0.878 -4.377 0.026 0.511 -0.114
H 1.511 0.904 -4.189 0.125 -0.241 -0.029
H 2.571 0.301 -2.889 -0.220 0.094 0.164
C 3.069 -3.847 1.622 0.018 -0.056 2.616
C 3.291 -3.455 0.246 -1.406 0.880 -1.780
N 3.689 -2.008 0.102 -0.383 1.208 0.252
C 4.857 -1.628 -0.482 0.334 1.616 0.318
C 4.908 -0.250 -0.446 -0.119 0.482 0.052
N 3.756 0.283 0.186 1.208 -5.866 -0.137
C 3.031 -0.874 0.467 0.511 0.981 0.723
C 3.488 1.636 0.569 -1.746 1.702 -1.864
H 4.013 -3.834 2.167 0.008 -0.431 0.208
H 2.555 -4.805 1.707 0.381 -0.197 -0.229
H 2.441 -3.168 2.199 -0.144 0.319 -0.277
H 2.377 -3.577 -0.336 0.006 0.123 -0.133
H 4.002 -4.128 -0.234 0.424 0.624 -0.144
H 5.594 -2.374 -0.738 -0.098 0.357 -0.269
H 5.638 0.423 -0.870 0.117 -0.152 0.262
H 2.122 -0.824 1.049 -0.184 -0.048 -0.216
H 4.263 2.361 0.316 0.797 -0.734 0.753
H 2.936 1.850 1.484 0.602 -0.806 0.274
H 2.784 1.958 -0.199 -0.655 0.100 0.171
C -7.861 3.290 2.993 -0.636 0.756 -0.155
C -7.003 2.650 4.072 0.502 0.353 -0.914
N -5.749 2.072 3.495 2.896 -2.685 -0.120
C -4.701 2.671 2.788 -1.598 2.459 -1.401
C -3.775 1.796 2.352 -0.155 -1.099 2.182
N -4.097 0.627 3.044 -1.104 -0.552 0.201
C -5.260 0.819 3.713 -0.066 0.188 -0.789
C -3.226 -0.603 3.068 -0.612 1.905 -0.092
H -8.107 2.585 2.199 0.809 0.059 -0.317
H -7.511 4.267 2.658 0.452 -0.401 -0.497
H -8.878 3.529 3.304 0.054 -0.110 0.952
H -7.653 1.876 4.480 0.857 -0.290 0.483
H -6.528 3.320 4.788 -1.141 0.282 0.417
H -4.760 3.715 2.518 -0.180 -0.011 -0.216
H -2.808 1.855 1.875 -0.182 0.281 -0.394
H -5.751 0.096 4.347 0.030 -0.135 -0.341
H -2.804 -0.733 2.071 -0.472 -0.302 -0.054
H -3.842 -1.426 3.431 0.471 -0.044 -0.094
H -2.390 -0.272 3.683 0.025 -0.736 0.416
C -2.403 -5.160 1.128 1.579 0.450 1.302
C -1.085 -5.270 2.080 -1.856 -1.164 -2.658
N -0.658 -3.956 2.555 1.554 1.903 3.207
C -0.360 -2.788 1.874 0.821 2.358 2.112
C 0.097 -1.826 2.846 -0.481 -1.109 -2.429
N 0.158 -2.396 4.059 -1.013 -3.240 -0.713
C -0.324 -3.689 3.885 0.105 0.645 -0.909
C 0.835 -1.903 5.285 -0.200 -0.793 0.100
H -2.439 -5.906 0.333 0.348 -0.089 0.259
H -2.275 -4.191 0.646 -0.660 -0.078 -0.058
H -3.297 -5.247 1.746 -0.007 0.333 -0.172
H -0.324 -5.726 1.447 0.357 0.496 0.047
H -1.284 -6.028 2.838 0.178 0.785 0.663
H -0.361 -2.540 0.823 -0.506 -0.727 -0.075
H 0.379 -0.791 2.717 0.014 0.097 -0.512
H -0.436 -4.398 4.693 0.061 -0.006 -0.169
H 1.386 -0.977 5.121 -0.539 0.031 -0.288
H 1.610 -2.626 5.539 -0.083 -0.017 0.030
H 0.090 -1.875 6.080 0.176 0.324 0.005
C -2.345 -0.904 -4.033 -0.464 0.159 -0.316
C -3.281 -1.344 -2.851 2.802 -1.299 -0.437
N -4.322 -0.417 -2.776 -4.349 2.201 0.674
C -4.284 0.841 -2.191 -0.817 0.615 -0.356
C -5.500 1.446 -2.365 -0.684 -0.756 -1.035
N -6.343 0.557 -3.062 4.871 -2.350 0.532
C -5.606 -0.596 -3.242 1.064 1.776 0.299
C -7.604 0.800 -3.674 -0.571 0.140 0.452
H -2.956 -0.665 -4.903 0.001 0.030 -0.063
H -1.497 -1.475 -4.413 -0.394 -0.913 0.568
H -1.847 0.020 -3.739 -0.340 0.330 0.147
H -2.640 -1.303 -1.970 -0.345 0.226 0.365
H -3.732 -2.334 -2.782 0.284 -0.165 -0.799
H -3.412 1.306 -1.755 0.028 -0.380 -0.002
H -5.869 2.447 -2.198 0.309 -0.028 0.358
H -5.886 -1.492 -3.777 -0.282 0.144 0.183
H -7.639 1.870 -3.881 -0.391 -0.147 -0.048
H -8.324 0.480 -2.921 -0.567 0.230 -0.444
H -7.656 0.221 -4.596 -0.240 0.135 0.132
C 4.007 -2.681 -3.600 -0.633 -0.829 -0.196
C 5.351 -3.321 -3.338 1.490 0.382 -0.221
C 6.039 -3.907 -4.583 1.488 1.513 0.574
N 7.415 -4.598 -4.260 -0.512 -0.606 -0.832
C 8.460 -3.608 -3.700 -0.565 -0.725 0.724
C 7.244 -5.866 -3.368 0.802 1.257 0.201
C 8.416 -6.657 -3.789 2.058 -1.990 -0.280
C 8.302 -6.656 -5.276 -0.771 1.323 -2.294
C 8.061 -5.169 -5.587 0.145 0.477 0.989
H 3.350 -3.383 -4.113 -0.270 0.061 0.108
H 4.087 -1.792 -4.225 0.162 0.003 0.021
H 3.527 -2.415 -2.658 -0.060 0.016 -0.160
H 5.441 -4.011 -2.500 -0.694 -0.203 0.012
H 5.989 -2.477 -3.076 0.319 -0.032 0.394
H 6.432 -3.030 -5.097 -0.425 -0.019 -0.608
H 5.390 -4.443 -5.275 0.391 -0.696 0.315
H 8.199 -3.340 -2.676 -0.531 0.519 -0.308
H 8.617 -2.780 -4.392 -0.539 0.027 0.172
H 9.445 -4.045 -3.540 -0.227 -0.666 -0.546
H 7.254 -5.545 -2.327 -0.295 -0.126 -0.104
H 6.369 -6.447 -3.658 -0.378 0.650 0.125
H 9.417 -6.279 -3.582 -0.179 0.824 0.433
H 8.566 -7.663 -3.398 -0.939 -0.121 0.230
H 9.143 -6.968 -5.895 0.138 -0.298 0.472
H 7.409 -7.087 -5.729 -0.006 -0.949 0.630
H 9.008 -4.638 -5.684 -0.209 0.057 -0.249
H 7.406 -4.961 -6.433 0.072 -0.003 0.179
C -3.473 3.596 6.487 0.216 0.165 0.717
C -2.261 3.090 5.723 0.199 -0.033 -0.711
C -1.047 4.067 5.772 -1.424 -1.567 -0.828
N -0.106 3.843 4.566 -0.267 0.209 -0.362
C 0.380 2.408 4.478 0.643 0.415 -0.005
C 1.087 4.796 4.714 -0.963 -0.015 -0.173
C 0.631 6.170 4.046 -0.218 -1.402 0.957
C -0.542 5.802 3.089 -0.092 -1.831 -0.347
C -0.696 4.207 3.151 2.128 1.825 0.698
H -3.388 4.680 6.559 -0.214 0.050 0.435
H -3.521 3.125 7.469 -0.218 0.407 0.115
H -4.413 3.423 5.962 0.118 -0.283 -0.004
H -2.705 2.969 4.735 0.906 -0.072 -0.535
H -1.898 2.118 6.058 -0.353 -0.117 0.029
H -0.521 3.833 6.698 0.428 0.333 -0.238
H -1.508 5.053 5.826 0.869 0.345 -0.499
H 1.164 2.318 3.726 -0.308 0.403 -0.434
H -0.423 1.741 4.165 0.031 0.079 0.449
H 0.955 2.155 5.369 -0.734 -0.194 0.470
H 1.955 4.364 4.218 -0.310 -0.029 -0.558
H 1.377 4.700 5.761 -0.245 0.831 0.151
H 1.547 6.502 3.556 -0.458 0.403 -0.277
H 0.290 6.925 4.754 0.331 -0.152 0.167
H -0.292 6.159 2.090 -0.112 -0.469 -0.144
H -1.562 6.153 3.248 0.396 0.754 0.731
H 0.097 3.767 2.547 -0.574 -0.238 -0.506
H -1.684 3.808 2.921 0.232 -0.044 0.367
N -7.629 -2.640 0.754 2.886 -1.123 -1.492
S -6.129 -2.757 0.003 -0.643 -1.782 -4.057
O -5.127 -1.810 0.437 -0.578 -0.823 -0.059
O -6.182 -3.105 -1.460 -0.176 1.784 3.491
F -5.705 -4.160 0.518 0.124 -0.320 1.268
S -7.817 -1.105 0.749 -0.292 3.488 -1.569
O -7.673 -0.427 -0.541 0.331 -0.850 1.403
O -7.135 -0.474 1.861 -1.346 0.077 -0.067
F -9.378 -1.035 0.892 0.061 -0.160 1.159
N 4.234 0.128 6.115 -1.683 2.311 -4.788
S 4.742 -1.298 5.903 7.124 -6.957 4.532
O 6.233 -1.392 5.959 -3.208 0.631 -1.654
O 4.045 -2.354 5.199 -0.338 1.528 -1.220
F 4.502 -1.835 7.352 -1.121 0.334 1.498
S 4.195 0.378 4.393 -2.884 2.826 -0.842
O 2.949 -0.093 3.741 2.122 0.543 1.133
O 5.432 0.291 3.689 -0.484 -0.425 0.282
F 3.910 1.983 4.361 0.126 -0.706 0.661
N -0.226 2.560 -5.737 0.605 -2.832 -0.059
S -0.669 3.796 -6.484 -3.047 10.142 -2.339
O -2.058 3.891 -6.980 2.865 -1.178 1.084
O 0.323 4.496 -7.299 -1.007 -1.652 1.326
F -0.764 4.861 -5.196 0.368 -1.305 -0.091
S -0.364 1.567 -7.002 1.336 -5.893 -2.317
O 0.544 1.778 -8.129 -1.454 0.217 2.310
O -1.669 1.047 -7.259 0.178 1.059 0.175
F 0.262 0.200 -6.302 0.358 1.277 0.310
P -4.982 5.019 -0.579 -1.226 1.540 -1.641
F -3.913 5.496 -1.673 -0.176 -0.440 0.352
F -4.437 3.488 -0.605 0.664 -0.370 -1.244
F -3.963 5.266 0.670 1.220 1.131 -0.175
F -5.945 4.513 0.518 -2.973 -0.254 1.764
F -5.607 6.580 -0.531 1.047 -1.672 0.473
F -6.179 4.699 -1.745 1.805 -0.152 0.862
P 0.211 -4.649 -2.220 -0.687 -1.750 -2.726
F -0.652 -5.978 -2.198 -0.024 -1.894 1.662
F -0.447 -4.161 -0.817 0.262 0.525 -0.107
F 1.417 -5.355 -1.439 0.572 -0.135 1.006
F 1.094 -3.301 -2.346 -0.399 0.578 0.383
F 0.860 -5.175 -3.613 1.127 0.093 -0.267
F -1.000 -4.148 -3.123 -0.497 2.812 0.252
```
Forces are in eV/Å.